Formula: C40H34Cl3N5O4Ti
Source: the Open Molecules 2025 dataset
Level of theory: the ωB97M-V functional and the def2-TZVPD basis

## Properties
Lowest unoccupied orbital energy (spin up / spin down)   0.22 / 0.18 eV

ORCA input file:
```
! wB97M-V def2-TZVPD RIJCOSX def2/J DEFGRID3
* xyz 0 3
H 5.63 0.80 -4.31
H -0.76 3.42 1.75
C 3.88 1.18 -3.14
H 4.07 -3.84 -4.47
C 1.10 0.43 -1.82
H 5.53 -3.74 -0.44
C -2.21 3.17 -2.74
C 4.75 1.43 -4.19
H 0.50 -3.85 2.58
C -4.71 -1.27 -0.11
C 4.35 -1.18 -2.37
C -0.22 1.22 3.29
C -0.78 -4.98 3.89
H -3.34 -2.15 3.29
H 3.17 4.07 -5.58
C 0.36 0.88 4.50
H -3.84 1.87 -0.40
C 4.05 -1.95 -3.51
H 4.08 0.45 -1.23
H -0.07 -5.78 4.07
C 1.71 0.68 2.14
H 3.40 0.03 3.27
C -1.65 1.70 3.24
H -3.81 0.79 2.46
C 2.53 3.04 -3.82
C -4.37 -2.54 -0.57
H 1.08 2.54 -1.71
N -1.44 2.21 -0.67
H -5.09 -3.35 -0.54
H -3.93 -4.08 4.76
O 0.03 -1.74 1.31
C -1.92 3.34 -0.05
H -2.27 0.96 3.75
C 5.12 -3.26 -1.32
C -4.11 1.13 0.36
Cl -2.44 -6.35 5.52
N 4.16 0.17 -2.20
N -2.14 1.88 1.87
C -1.38 -2.89 2.86
N -2.54 -0.49 -0.62
C -2.96 -4.01 4.28
H -2.32 3.04 -3.81
Ti -0.94 0.51 0.47
H -0.22 0.95 5.41
H -2.44 3.99 1.94
H 5.16 2.63 -5.91
C 1.85 1.76 -1.76
C 1.68 0.46 4.51
Cl 3.27 -1.27 -4.90
H -5.70 -1.08 0.29
C -1.02 -1.74 1.98
C 2.38 0.37 3.31
H -1.20 -1.79 -1.49
C -2.21 -1.69 -1.11
C 4.86 -3.97 -2.48
C 2.77 2.00 -2.93
H -4.15 2.47 2.03
H 1.67 3.68 -3.67
C 4.32 -3.31 -3.56
C -2.51 4.38 -0.72
C 3.38 3.26 -4.90
C -1.65 2.15 -2.02
C -0.46 -3.91 3.07
O 1.06 -0.28 -2.81
C 4.49 2.46 -5.08
H -3.09 5.16 -2.66
C -3.77 -0.25 -0.14
C -1.80 3.25 1.43
C -3.58 1.57 1.74
C -3.09 -2.75 -1.10
H 2.37 1.82 -0.80
C 4.87 -1.91 -1.29
H 2.15 0.18 5.44
N 0.44 1.12 2.13
H -2.88 5.22 -0.14
O 0.47 0.16 -0.73
C -2.64 4.35 -2.11
Cl 5.23 -1.03 0.18
C -2.03 -5.02 4.49
H 2.17 0.55 1.17
C -2.63 -2.95 3.47
H 5.05 -5.03 -2.52
H -2.79 -3.71 -1.48
H -1.32 1.23 -2.50
H -5.20 1.17 0.45
O -1.83 -0.75 1.94
H -1.73 2.64 3.80
*
```

Atomic partial charges in e from the Löwdin method, atoms 1 to 4:
1 H 0.116
2 H 0.131
3 C -0.240
4 H 0.100

=====

Formula: C40H34Cl6O4PTeTl
Source: the Open Molecules 2025 dataset
Level of theory: the ωB97M-V functional and the def2-TZVPD basis

## Properties
Lowest unoccupied orbital energy   3.46 eV

ORCA input file:
```
! wB97M-V def2-TZVPD RIJCOSX def2/J DEFGRID3
* xyz -2 1
C 3.57 -0.33 5.77
C -0.05 2.12 -5.32
H -4.68 2.21 -0.99
C -0.03 3.51 -5.25
H -2.06 -5.25 3.19
C 4.66 -2.51 0.06
H 0.74 -0.18 3.90
C -0.68 -0.62 -3.92
H 0.86 4.07 -5.51
Cl 1.82 -5.86 -0.78
C 3.19 4.33 0.53
O 1.25 -1.01 -2.66
C 2.72 0.12 3.15
Cl -1.82 2.52 -1.47
H -3.20 4.03 -4.15
H 1.89 6.01 0.66
C -1.31 -5.38 2.42
H -5.29 -0.10 2.40
H 1.49 -0.62 6.22
C -0.26 3.32 -1.79
H -4.60 -1.71 2.11
C 5.17 -2.00 -1.14
H -2.28 4.33 2.45
C -5.10 -0.86 1.65
C 3.84 -1.72 0.85
C -1.05 2.55 2.49
O -1.23 0.06 -5.06
H 0.83 1.55 -5.60
H -3.44 1.00 -3.05
C -5.15 1.55 -0.26
Te -3.80 -0.04 0.17
H 5.77 -2.63 -1.78
C 0.05 -4.34 0.60
H 5.18 -0.33 -2.48
H -1.85 1.98 2.96
H 0.00 3.88 -0.90
C -2.32 3.48 -4.49
H 4.86 -3.53 0.35
C -1.31 3.91 2.22
H 4.02 4.92 0.16
H -6.04 -1.19 1.20
C -0.93 -4.30 1.65
C 0.86 -0.67 -3.81
C 3.53 -0.40 0.49
H 4.33 2.50 0.46
Cl -1.17 5.92 -4.75
Cl -1.20 -8.00 3.15
H 3.41 -2.15 1.75
C 0.60 -5.66 0.45
C 4.49 -0.04 4.78
H -4.45 1.94 -4.16
P 2.10 0.37 1.43
O 1.54 -0.36 -4.80
C -1.19 1.42 -4.97
C -0.73 -6.61 2.19
C 4.07 0.18 3.47
Cl -1.66 -2.74 1.99
Tl 0.00 -0.87 -0.45
H -0.57 5.78 1.47
C 1.09 2.80 1.53
H -5.34 2.11 0.65
C -3.55 1.33 -4.09
C 1.80 -0.16 4.15
C 2.33 2.18 1.16
H -3.68 0.43 -4.69
C 4.84 -0.71 -1.52
H -0.41 3.96 -2.66
C 4.03 0.08 -0.71
H -1.10 -0.18 -3.01
C -1.18 4.17 -4.84
Cl 1.01 2.16 -2.15
C 0.15 1.94 2.15
H -6.08 1.16 -0.67
H 0.71 -7.71 1.02
C 2.22 -0.39 5.46
C -2.34 2.09 -4.54
C 2.00 4.94 0.80
C -0.36 4.73 1.66
H 5.55 0.01 5.01
O 0.39 -3.36 -0.10
H 3.75 1.06 -1.07
C 0.91 4.19 1.32
H 3.90 -0.51 6.79
H -1.04 -1.65 -4.00
H 4.79 0.39 2.70
C 0.24 -6.75 1.20
C 3.37 2.93 0.70
*
```

Atomic partial charges in e from the Löwdin method, atoms 1 to 4:
1 C -0.120
2 C -0.004
3 H -0.041
4 C -0.124

=====

Formula: C40H34ClF15N6OPSY
Source: the Open Molecules 2025 dataset
Level of theory: the ωB97M-V functional and the def2-TZVPD basis

## Properties
Lowest unoccupied orbital energy (spin up / spin down)   1.23 / 1.23 eV

ORCA input file:
```
! wB97M-V def2-TZVPD RIJCOSX def2/J DEFGRID3
* xyz -1 2
H -2.37 2.19 -0.27
C -5.00 0.14 -0.08
P -0.78 -1.42 -3.80
H -1.83 3.39 3.53
F -1.85 -2.52 -4.22
H 2.10 3.88 2.90
N -0.64 1.58 1.92
C -0.92 -3.19 4.31
H 1.35 -5.99 -2.60
N 1.44 -2.41 -0.79
C 3.75 0.31 2.56
H 3.62 4.27 -1.10
C -0.44 -2.41 2.03
C -1.53 6.04 -1.54
C -3.58 -0.05 3.44
F -1.12 -3.86 0.28
C -4.29 1.32 -0.11
C -1.79 1.39 2.75
F -2.15 -5.65 1.99
C -0.93 4.94 -2.10
C -3.70 5.13 -2.04
C -1.69 3.86 -2.64
C -2.43 0.16 2.70
C 4.79 0.58 1.69
C 4.56 0.61 0.32
N 2.38 -2.81 -1.77
F 5.91 2.32 -0.61
C 2.50 0.08 2.02
C -2.91 1.25 -0.27
H 2.46 -4.78 0.14
H 1.66 2.99 -1.86
C -3.47 2.21 4.25
C -1.06 -3.60 1.60
C 1.02 2.96 1.31
C 1.18 -4.95 -2.31
H -5.01 0.81 4.78
C -1.59 -4.54 2.47
Cl -4.12 2.82 -3.32
F 0.18 -1.16 3.94
F 0.44 -2.39 -4.21
H 1.87 -2.42 0.12
H -3.39 7.00 -1.05
H -1.65 1.88 -3.49
H 3.70 -5.47 -3.33
H 0.49 -4.97 -1.46
F 0.34 -0.32 -3.21
N 2.26 0.14 0.72
C -2.32 2.43 3.52
C -2.20 0.05 -0.41
C 2.51 -4.27 -1.98
H 4.07 -4.40 -0.49
H -4.78 5.20 -2.03
H 3.92 4.67 1.35
H 1.64 -0.15 2.64
C -4.38 -1.09 -0.23
N 0.89 2.67 0.02
C 3.06 4.14 0.98
F 6.89 0.49 -0.01
C -4.10 0.97 4.22
H 0.15 4.86 -2.12
F -6.35 0.18 0.08
H -4.81 2.26 0.00
H -0.91 6.83 -1.12
C -2.92 6.14 -1.49
C -1.07 2.72 -3.15
C 1.80 3.19 -0.81
F -0.75 -0.72 -5.23
F -0.71 -2.06 -2.26
H -4.08 -1.01 3.38
H -4.98 -1.99 -0.22
O 0.06 -1.52 1.22
C -3.00 -1.11 -0.39
S 2.73 0.49 -1.80
C 2.08 3.69 1.84
C 5.74 0.97 -0.54
H 3.01 -4.02 -4.07
C -1.53 -4.34 3.83
H -3.89 3.01 4.84
F -2.04 -5.24 4.68
C -0.39 -2.27 3.43
H 3.90 0.27 3.63
C 3.12 -4.88 -0.72
Y 0.16 -0.24 -0.60
N -0.01 2.61 2.20
F -0.85 -2.97 5.63
C 3.25 0.40 -0.17
H 0.01 2.64 -3.20
H -2.05 -0.59 2.03
H 3.29 -5.95 -0.87
H 0.68 -4.44 -3.14
F 5.69 0.52 -1.79
H -2.55 -2.09 -0.53
F -1.94 -0.43 -3.31
H 0.63 -3.04 -0.74
H 2.08 -2.39 -2.64
H 5.79 0.76 2.06
H 4.39 -3.87 -2.96
C -3.10 4.02 -2.61
C 3.46 -4.42 -3.16
C 2.90 3.91 -0.38
*
```

Atomic partial charges in e from the Löwdin method, atoms 1 to 4:
1 H 0.081
2 C -0.294
3 P 0.181
4 H 0.099